1.
Here is a structure of composition CIO4S at a distorted geometry from the Open Molecules 2025 dataset. Energies are from wB97M-V/def2-TZVPD.

Calculated values
Calculated total energy ... -28164.2749 eV
Net charge ... -1
Kohn-Sham gap ... 0.3117 Ha
Energy above the lowest of the compared OMol25 structures with the same formula, charge and spin ... 15.95 kJ/mol

Each line ends with the Mulliken charge.
Positions of all 7 atoms, in Å:
I 2.43 0.01 0.17  -0.079
S -0.68 -0.50 0.12  1.056
O -1.93 0.02 0.56  -0.613
O 0.32 1.93 -0.56  -0.458
O -0.12 -1.56 1.05  -0.627
O -0.48 -0.76 -1.29  -0.573
C 0.46 0.85 -0.06  0.294

***

2.
Here is a cluster of 3 separate species, C15H42BClN4O5P3 in total at a distorted geometry from the Open Molecules 2025 dataset. Energies are from wB97M-V/def2-TZVPD.

Calculated values
Calculated total energy ... -73496.1831 eV
Net charge ... +1
Kohn-Sham gap ... 0.2632 Ha

Each line ends with the Mulliken charge.
Positions of all 71 atoms, in Å:
Cl 1.22 -2.27 0.57  0.009
P -0.36 -1.90 -2.44  0.447
P -0.79 1.91 -2.01  0.363
P -2.08 -1.51 -0.07  0.528
O 0.61 -1.19 -3.27  -0.616
O -1.72 -3.04 0.06  -0.435
O -1.76 -0.83 1.31  -0.483
O 2.02 1.38 1.40  -0.530
O -3.43 -1.29 -0.56  -0.596
N -0.86 -0.87 -1.11  0.809
N 1.15 -0.62 0.21  0.008
N 0.21 1.22 -0.73  -0.295
N -2.15 2.40 -1.42  -0.651
C 4.87 0.61 0.90  -1.486
C 5.72 -5.65 6.41  -1.207
C 4.41 -2.88 5.78  -0.763
C 0.18 -0.13 -0.53  -0.160
C -7.00 5.67 -6.01  -1.191
C -6.93 5.01 -4.64  -0.365
C 3.07 -3.30 5.19  -0.639
C 2.89 -2.86 3.74  -0.823
C -5.55 5.13 -3.98  -0.696
C -4.41 4.46 -4.74  -0.619
C 3.74 -0.40 0.71  -0.013
C 5.64 -3.47 5.08  -0.600
C -4.60 2.97 -5.00  -0.424
C -4.69 2.14 -3.72  -0.901
C 5.68 -5.00 5.03  -0.366
B 2.32 0.22 0.79  0.257
H 5.80 0.09 1.04  0.405
H 0.15 -3.07 -1.90  0.065
H -5.55 2.43 -3.11  0.272
H -3.48 4.60 -4.18  0.286
H 4.48 -1.79 5.75  0.349
H -3.76 2.61 -5.60  0.353
H 4.95 1.30 0.06  0.358
H 4.84 -5.41 7.00  0.282
H -8.01 5.58 -6.43  0.377
H -1.58 -2.18 -3.06  0.154
H -2.16 2.15 -0.44  0.202
H 4.82 -5.38 4.47  0.226
H 3.64 -3.30 3.08  0.361
H 2.95 -4.39 5.25  0.335
H 2.27 -2.87 5.79  0.382
H -4.26 4.97 -5.70  0.348
H 5.78 -6.73 6.32  0.379
H 5.70 -3.08 4.06  0.218
H 3.85 -1.01 -0.19  0.411
H -5.50 2.80 -5.61  0.283
H 2.96 -1.77 3.66  0.240
H -0.94 0.99 -3.06  0.104
H 1.90 -3.16 3.36  0.224
H -1.21 -1.39 1.88  0.362
H 0.00 2.94 -2.53  0.127
H 2.40 2.14 0.96  0.381
H -7.66 5.48 -3.98  0.362
H 6.60 -5.31 6.97  0.301
H 6.56 -5.30 4.47  0.375
H -3.80 2.26 -3.12  0.087
H -4.81 1.08 -3.96  0.361
H 0.01 1.71 0.14  0.396
H -6.77 6.73 -5.94  0.296
H -2.54 -3.55 0.09  0.330
H 4.69 1.18 1.81  0.378
H -7.21 3.96 -4.72  0.238
H 3.78 -1.11 1.54  0.126
H -6.31 5.21 -6.72  0.280
H -5.31 6.19 -3.86  0.375
H 6.53 -3.11 5.60  0.404
H -5.60 4.72 -2.97  0.307
H 4.43 -3.15 6.84  0.340

***

3.
Here is the ion C2H6N3 with charge +1 at a distorted geometry from the Open Molecules 2025 dataset. Energies are from wB97M-V/def2-TZVPD.

Calculated values
Calculated total energy ... -6625.9844 eV
Net charge ... +1
Kohn-Sham gap (alpha / beta) ... 0.2512 / 0.3215 Ha
2S+1 ... 3
Energy above the lowest of the compared OMol25 structures with the same formula, charge and spin ... 513.13 kJ/mol

Each line ends with the Mulliken charge.
Positions of all 11 atoms, in Å:
N -1.37 0.11 1.45  -0.323
N 0.99 0.01 0.10  0.044
N 0.43 -1.26 0.44  -0.084
C 0.86 0.70 -1.18  -0.667
C -0.41 -0.36 0.83  0.199
H -0.06 0.54 -1.77  0.344
H 1.08 1.78 -1.18  0.317
H 1.58 0.19 -1.98  0.315
H -1.46 1.09 1.27  0.278
H -2.07 -0.58 1.85  0.301
H 0.43 -2.23 0.19  0.276